{
  "formula": "C22H66O20",
  "method": "ωB97M-V with the def2-TZVPD basis set",
  "species": ["C", "C", "O", "O", "H", "H", "H", "H", "H", "H", "C", "C", "O", "O", "H", "H", "H", "H", "H", "H", "C", "C", "O", "O", "H", "H", "H", "H", "H", "H", "C", "C", "O", "O", "H", "H", "H", "H", "H", "H", "C", "C", "O", "O", "H", "H", "H", "H", "H", "H", "C", "C", "O", "O", "H", "H", "H", "H", "H", "H", "C", "C", "O", "O", "H", "H", "H", "H", "H", "H", "C", "C", "O", "O", "H", "H", "H", "H", "H", "H", "C", "C", "O", "O", "H", "H", "H", "H", "H", "H", "C", "C", "O", "H", "H", "H", "H", "H", "H", "C", "C", "O", "H", "H", "H", "H", "H", "H"],
  "positions_angstrom": [[4.116, -3.645, -2.477], [3.233, -2.425, -2.460], [3.831, -1.322, -3.131], [5.346, -3.563, -1.721], [4.433, -3.871, -3.504], [3.595, -4.544, -2.137], [2.975, -2.121, -1.444], [2.265, -2.637, -2.930], [3.982, -1.570, -4.048], [6.017, -3.257, -2.333], [-1.728, 3.703, -3.248], [-0.733, 2.853, -2.454], [-0.733, 1.496, -2.919], [-1.128, 4.213, -4.464], [-2.046, 4.572, -2.676], [-2.604, 3.141, -3.578], [-1.057, 2.822, -1.415], [0.256, 3.297, -2.560], [-0.651, 1.551, -3.879], [-1.117, 3.482, -5.091], [-1.631, -1.377, -4.916], [-2.947, -1.420, -4.152], [-3.947, -2.227, -4.741], [-1.679, -0.538, -6.089], [-1.308, -2.370, -5.245], [-0.881, -0.973, -4.236], [-3.306, -0.399, -3.990], [-2.643, -1.767, -3.161], [-3.895, -2.163, -5.698], [-2.414, -0.873, -6.614], [-3.741, 3.437, 2.228], [-2.957, 3.362, 0.933], [-2.287, 4.534, 0.486], [-4.453, 4.648, 2.393], [-3.100, 3.251, 3.098], [-4.452, 2.611, 2.248], [-3.710, 3.140, 0.160], [-2.370, 2.445, 0.870], [-2.901, 5.243, 0.284], [-3.851, 5.388, 2.260], [2.837, -3.103, 1.292], [2.605, -2.753, 2.754], [2.681, -1.343, 2.912], [4.186, -2.772, 0.960], [2.188, -2.454, 0.692], [2.622, -4.149, 1.047], [3.252, -3.249, 3.478], [1.565, -3.021, 2.960], [3.599, -1.058, 2.841], [4.370, -3.145, 0.088], [0.003, -0.212, 0.017], [1.377, 0.419, 0.111], [1.369, 1.739, -0.398], [-0.321, -0.671, -1.273], [-0.785, 0.473, 0.358], [-0.123, -1.055, 0.706], [2.093, -0.130, -0.502], [1.765, 0.487, 1.134], [1.055, 2.425, 0.218], [-0.421, 0.069, -1.907], [3.902, 4.508, 1.608], [4.479, 3.178, 1.125], [4.463, 3.143, -0.301], [4.017, 4.569, 3.023], [2.856, 4.505, 1.282], [4.424, 5.346, 1.141], [3.847, 2.383, 1.530], [5.518, 3.100, 1.463], [4.510, 2.210, -0.530], [3.646, 5.416, 3.287], [-1.492, -4.465, -2.142], [-0.156, -3.792, -1.868], [0.872, -4.780, -1.852], [-1.709, -5.494, -1.186], [-1.466, -4.939, -3.126], [-2.299, -3.726, -2.075], [-0.079, -3.231, -0.932], [0.000, -3.013, -2.616], [0.732, -5.283, -1.044], [-2.433, -6.077, -1.414], [-3.290, -2.239, 0.665], [-4.205, -1.123, 0.206], [-4.183, 0.047, 1.020], [-3.632, -2.822, 1.925], [-2.266, -1.848, 0.695], [-3.270, -3.076, -0.037], [-5.233, -1.493, 0.126], [-3.859, -0.827, -0.789], [-3.747, -0.227, 1.838], [-3.400, -3.751, 1.907], [-0.833, -0.579, 4.175], [-0.172, -0.706, 5.535], [-1.015, -1.423, 6.433], [-1.678, 0.115, 4.163], [-1.199, -1.507, 3.728], [-0.169, -0.165, 3.405], [-0.034, 0.275, 5.989], [0.820, -1.150, 5.419], [-0.883, -2.366, 6.302], [1.054, 2.963, 3.622], [-0.189, 3.246, 2.810], [0.104, 3.397, 1.431], [0.862, 3.039, 4.697], [1.866, 3.692, 3.561], [1.451, 1.974, 3.392], [-0.675, 4.149, 3.197], [-0.863, 2.406, 3.024], [-0.694, 3.816, 1.054]],
  "forces_ev_per_a": [[0.76, -0.93, -0.39], [-0.30, 0.19, -0.28], [0.19, 0.15, 0.38], [-0.80, 0.18, 0.00], [-0.41, 0.10, -0.13], [-0.19, 0.27, 0.16], [0.34, 0.18, 0.00], [0.14, -0.38, 0.00], [-0.07, -0.01, -0.01], [0.16, 0.23, 0.22], [0.58, 0.10, -0.82], [-0.94, 0.14, -0.22], [-0.06, 0.40, -0.43], [-0.06, -0.22, 0.40], [0.06, 0.03, 0.05], [-0.17, -0.21, 0.59], [0.26, -0.05, 0.08], [0.06, -0.03, 0.27], [0.15, -0.35, 0.06], [0.03, 0.19, -0.15], [-0.23, 0.33, -0.43], [0.91, 0.38, 0.00], [0.06, -0.25, 0.37], [-0.12, -0.17, 0.53], [-0.10, -0.17, 0.32], [0.12, 0.13, -0.21], [-0.02, 0.10, -0.19], [-0.61, -0.51, 0.02], [-0.06, 0.05, -0.01], [0.14, 0.21, -0.25], [0.77, -0.04, 0.89], [-2.49, -0.64, -1.67], [1.02, -0.30, 0.78], [-0.24, -0.03, -0.36], [0.15, 0.27, 0.00], [-0.16, 0.12, -0.26], [-0.05, 0.10, 0.05], [0.76, 0.47, 0.33], [-0.24, -0.16, -0.02], [0.11, -0.05, 0.20], [0.74, 0.37, -0.02], [-0.55, 0.34, -0.65], [-0.11, 0.17, 0.34], [-0.26, -0.35, 0.11], [-0.34, -0.15, 0.13], [-0.05, -0.06, 0.24], [0.16, -0.26, -0.26], [0.03, 0.01, 0.26], [0.01, -0.19, -0.13], [0.45, 0.19, 0.03], [-0.53, -0.08, 0.36], [-0.05, 1.15, 0.53], [0.24, 0.40, -1.11], [-0.09, -0.40, -0.58], [0.24, 0.43, 0.05], [0.44, -0.25, -0.14], [-0.05, -0.17, 0.04], [-0.24, -0.62, 0.11], [-0.05, -0.75, 0.29], [0.19, 0.04, 0.53], [-0.12, -0.52, -0.62], [0.19, 0.56, -0.04], [-0.07, 0.02, 0.40], [-0.01, 0.04, -0.06], [-0.07, 0.26, 0.10], [0.05, -0.04, -0.10], [0.22, -0.11, 0.14], [-0.13, -0.23, 0.29], [-0.13, 0.11, -0.29], [0.07, -0.03, 0.15], [-0.22, -0.07, 0.17], [-0.08, -0.32, 0.50], [0.26, 0.38, -0.40], [0.46, 0.13, 0.90], [0.02, 0.36, -0.20], [0.02, 0.02, -0.26], [-0.64, -0.11, 0.11], [0.35, -0.36, -0.29], [-0.06, -0.13, -0.11], [-0.12, 0.11, -0.34], [0.64, -0.59, 0.02], [-0.29, -0.34, -0.24], [0.51, -0.45, 0.40], [-0.35, 0.80, 0.20], [0.02, 0.05, 0.12], [-0.17, 0.40, -0.55], [0.03, 0.06, 0.03], [-0.08, -0.09, -0.02], [-0.24, 0.27, 0.06], [0.06, -0.05, -0.02], [-0.08, 0.68, -1.13], [-0.39, -0.06, -0.36], [0.25, -0.06, 0.21], [-0.12, -0.13, 0.42], [0.07, -0.26, 0.44], [0.34, -0.05, 0.30], [0.03, 0.06, -0.08], [-0.03, -0.17, 0.16], [-0.03, 0.02, -0.06], [0.64, 0.33, 0.49], [0.31, 0.03, 1.00], [-0.62, 0.22, 0.13], [-0.53, -0.51, -0.06], [-0.11, -0.02, -0.80], [0.08, 0.00, 0.07], [-0.01, 0.05, -0.15], [-0.20, 0.03, -0.44], [0.69, 0.05, -0.19]],
  "e_above_lowest_kcal_mol": 17.7,
  "orbital_gap_ev": 9.533,
  "total_charge": 0,
  "homo_energy_ev": -9.3521,
  "max_force_ev_per_a": 3.06,
  "smiles": "OCCO.OCCO.OCCO.OCCO.OCCO.OCCO.OCCO.OCCO.OCCO.CCO.CCO"
}